This record from the Open Molecules 2025 dataset describes a molecular structure, C39H44F10N6OY. The level of theory is ωB97M-V/def2-TZVPD.

Properties
* energy above the lowest of the compared OMol25 structures with the same formula, charge and spin: 7.9 kcal per mole
* LUMO energy: -2.41 eV
* E: -2953.09456 a.u.
* charge: +1

```
101
Properties=species:S:1:pos:R:3:forces:R:3:lowdin_charge:R:1
Y 0.14384 0.49179 -0.01120 -0.04 -0.30 0.31 1.551
C 2.95733 1.06570 1.95974 -0.08 0.00 0.00 -0.073
N 1.69081 1.72112 1.60765 -0.08 0.11 -0.08 -0.270
C 1.96528 3.02741 0.96241 0.06 -0.04 -0.01 -0.171
C 2.22469 2.84378 -0.52341 -0.04 -0.02 -0.01 -0.224
N 1.09137 2.20623 -1.19227 -0.02 0.18 -0.13 -0.128
C 0.19560 3.02141 -1.85475 0.09 -0.02 -0.03 -0.201
C -0.01342 4.40416 -1.72537 -0.05 0.03 0.03 -0.131
F 0.69572 5.13233 -0.84001 0.00 0.00 0.01 0.086
C -0.97697 5.09230 -2.44702 -0.01 -0.02 -0.02 -0.143
F -1.11412 6.40278 -2.26235 0.00 0.00 0.01 0.135
C -1.81183 4.43918 -3.33539 0.02 -0.03 0.02 -0.148
F -2.74335 5.10217 -4.01858 0.00 0.00 -0.01 0.130
C -1.65549 3.07254 -3.48611 -0.01 0.03 0.00 -0.149
F -2.43440 2.38668 -4.32834 0.00 0.00 0.01 0.117
C -0.67972 2.41885 -2.76964 0.02 -0.05 0.01 -0.166
F -0.56113 1.07475 -2.93668 0.02 0.06 -0.13 0.030
C 0.91061 1.90851 2.84810 0.01 0.07 -0.02 -0.182
C -0.46425 2.50010 2.60269 -0.03 -0.10 0.00 -0.237
N -1.08801 1.83534 1.46373 -0.02 0.06 -0.04 -0.097
C -2.40415 2.11105 1.23209 0.08 0.01 0.05 -0.194
C -3.01568 1.53953 0.11038 -0.01 0.01 -0.10 -0.126
F -2.20380 0.76828 -0.70639 -0.01 0.01 0.06 -0.024
C -4.32342 1.69228 -0.28579 -0.03 0.01 0.00 -0.152
F -4.76110 1.07715 -1.38822 0.00 0.01 0.00 0.119
C -5.16364 2.48571 0.47173 0.06 0.00 0.03 -0.151
F -6.44249 2.65757 0.13672 0.00 -0.01 -0.01 0.126
C -4.62733 3.09503 1.59514 -0.02 -0.03 -0.05 -0.143
F -5.40709 3.86763 2.34616 0.00 0.00 0.00 0.136
C -3.30356 2.91960 1.96330 0.03 -0.03 0.00 -0.127
F -2.90914 3.57903 3.06819 -0.01 0.00 0.00 0.087
H 3.53135 1.69234 2.65246 0.02 0.00 0.00 0.100
H 3.54935 0.87668 1.06731 0.02 0.00 0.00 0.069
H 2.75089 0.10945 2.43558 0.02 -0.02 0.00 0.068
H 2.81439 3.51465 1.45981 -0.02 0.01 0.02 0.135
H 1.09462 3.66771 1.07725 -0.01 -0.01 0.01 0.104
H 3.10263 2.20338 -0.64357 0.01 0.02 0.02 0.071
H 2.49522 3.80217 -0.96692 0.01 -0.02 -0.01 0.120
H 1.46439 2.55089 3.54722 0.01 -0.04 0.01 0.137
H 0.81055 0.92205 3.30362 0.00 0.00 0.01 0.090
H -0.40804 3.58431 2.45635 0.01 0.00 0.02 0.116
H -1.02748 2.35108 3.52852 0.02 0.03 0.01 0.115
O -1.30509 -1.30576 1.02136 -0.03 0.04 -0.10 -0.173
C -1.50170 -2.32918 2.01955 0.05 0.00 0.04 -0.201
C -2.43164 -1.84916 3.11583 -0.02 0.04 -0.04 -0.148
C -1.84442 -0.69339 3.93643 0.02 -0.03 0.02 -0.127
C -0.69021 -1.13802 4.79300 -0.01 -0.04 0.00 -0.279
C -0.87895 -1.46863 6.13230 -0.01 0.02 0.00 -0.012
C 0.19402 -1.91991 6.87958 0.01 0.00 0.01 -0.053
C 1.43253 -2.03663 6.26822 0.00 0.00 -0.01 -0.058
C 1.53113 -1.69112 4.93207 0.02 0.03 0.01 -0.135
N 0.50579 -1.24965 4.20387 0.00 0.01 -0.01 0.088
H -2.07005 -1.31558 0.43498 -0.02 -0.01 0.03 0.075
H -0.51389 -2.55852 2.41108 -0.01 0.00 -0.03 0.095
H -1.89382 -3.22169 1.52839 -0.01 -0.01 0.01 0.128
H -2.66736 -2.69649 3.76540 -0.01 0.00 0.02 0.125
H -3.37317 -1.52059 2.66447 -0.01 -0.04 0.01 0.119
H -2.62248 -0.27367 4.57538 -0.02 0.00 -0.02 0.122
H -1.51893 0.08924 3.24770 0.02 0.01 0.03 0.085
H -1.85875 -1.36540 6.58010 -0.01 0.01 -0.01 0.118
H 0.06720 -2.17501 7.92335 0.00 0.00 0.01 0.113
H 2.30062 -2.38270 6.81085 0.01 0.00 0.00 0.106
H 2.48399 -1.76528 4.41656 0.01 -0.01 0.00 0.104
C -2.44840 -3.72372 -3.50873 -0.01 -0.01 0.01 -0.030
C -2.03502 -2.27680 -3.79119 0.03 0.08 0.01 -0.576
C -3.26328 -1.37838 -4.00441 0.01 -0.03 0.00 -0.018
C -1.09811 -2.20096 -5.00484 0.00 -0.01 0.02 -0.031
C -1.30464 -1.74205 -2.63002 -0.01 -0.03 -0.01 -0.092
N -0.74788 -1.26121 -1.75079 0.02 0.05 0.02 0.184
H -2.98624 -4.10609 -4.37617 0.00 -0.02 0.01 0.097
H -3.10776 -3.78457 -2.64337 -0.01 0.00 0.00 0.092
H -1.58081 -4.35892 -3.33064 0.01 0.00 -0.01 0.092
H -3.81380 -1.74083 -4.87256 -0.01 0.00 0.00 0.100
H -2.96782 -0.34512 -4.18372 0.00 0.02 0.00 0.083
H -3.92512 -1.40570 -3.13929 -0.01 0.01 0.01 0.093
H -1.63409 -2.56084 -5.88268 0.00 0.00 -0.01 0.097
H -0.21746 -2.82867 -4.86080 0.00 0.00 0.00 0.085
H -0.78159 -1.17420 -5.18943 -0.01 0.01 -0.01 0.090
C 4.50771 -0.08196 -1.78644 0.01 0.01 0.02 0.015
N 3.76974 -0.62089 -2.96137 0.04 0.00 -0.01 -0.164
C 4.58059 -1.66149 -3.64791 -0.01 -0.01 -0.01 0.007
C 2.35643 -1.09390 -2.59757 0.00 -0.02 0.03 -0.099
C 2.32088 -1.91436 -1.33849 0.00 0.04 -0.05 -0.321
C 2.68891 -3.26012 -1.41020 0.01 0.00 0.01 -0.068
C 2.69067 -4.04413 -0.26821 -0.01 0.01 0.00 -0.080
C 2.31170 -3.46844 0.93679 0.05 -0.01 0.00 -0.078
C 1.92197 -2.13494 0.97972 -0.01 0.05 -0.05 -0.152
C 1.89247 -1.29564 -0.14895 -0.02 -0.07 0.04 -0.185
H 5.42400 0.38602 -2.13913 0.00 0.01 0.01 0.112
H 4.72560 -0.90556 -1.11301 0.01 0.00 0.00 0.114
H 3.87065 0.63285 -1.27846 -0.01 -0.01 -0.01 0.062
H 3.64229 0.14978 -3.61651 -0.02 -0.01 0.00 0.181
H 4.75959 -2.47159 -2.94693 -0.01 0.00 0.00 0.097
H 5.52631 -1.22285 -3.95732 0.00 0.00 0.00 0.108
H 4.03504 -2.02690 -4.51412 0.00 0.00 0.00 0.108
H 2.00547 -1.63158 -3.48016 -0.01 0.01 0.01 0.122
H 1.78228 -0.17449 -2.47683 0.01 0.00 -0.02 0.090
H 2.94733 -3.71301 -2.36288 -0.01 -0.01 -0.01 0.105
H 2.96752 -5.08879 -0.32041 0.00 0.00 0.00 0.105
H 2.30069 -4.06808 1.83974 0.00 0.00 0.01 0.105
H 1.59038 -1.74946 1.94270 -0.01 0.01 0.02 0.052
```
Forces are in eV/Å.